Record 1
Formula: C28H75F3N6O9Ti
Source: the Open Molecules 2025 dataset
Level of theory: ωB97M-V/def2-TZVPD

Summary:
Frontier orbital gap (spin up / spin down) ... 7.073 / 7.897 eV
Net charge ... +1
HOMO (spin up / spin down) ... -9.697 / -10.946 eV
Spin multiplicity ... 4

```
122
Properties=species:S:1:pos:R:3:mulliken_charge:R:1
Ti -1.9090 -3.9795 3.4156 0.34
O -4.4700 -1.1210 2.5205 -0.50
H -4.3959 -0.2252 1.9397 0.40
H -4.3083 -1.9561 1.9481 0.45
H -3.7972 -1.1410 3.2119 0.42
C -2.3012 -2.9448 0.5260 0.77
O -1.9899 -1.5534 0.4490 0.24
O -3.1268 -3.1289 1.5709 -1.21
C -2.8312 -3.4599 -0.8288 0.51
F -3.1465 -4.7476 -0.7252 -0.26
F -3.8361 -2.7536 -1.3619 -0.27
F -1.8348 -3.3708 -1.7433 -0.28
C -0.7457 -1.1876 -0.0939 0.48
C -0.5457 0.3244 -0.0520 0.06
H -0.7362 0.6113 0.9881 -0.09
H 0.4776 0.5318 -0.3467 -0.32
H -1.3004 0.8264 -0.6585 -0.10
H -0.5566 -1.5269 -1.1155 0.46
H 0.0795 -1.6132 0.4976 -0.41
H -1.3453 -3.4841 0.6733 -0.05
C -2.6264 0.3243 -3.4996 -1.35
C -3.9394 0.8575 -2.9368 0.91
C -5.0378 1.3708 -3.8514 -0.66
O -4.4219 2.0200 -4.9525 -0.29
C -5.3685 2.5951 -5.8357 -0.75
N -4.5722 -0.0200 -1.9258 -0.60
H -2.7818 -0.5989 -4.0608 0.33
H -1.9671 0.1344 -2.6519 0.10
H -2.1578 1.0877 -4.1183 0.47
H -3.6484 1.7678 -2.3875 -0.26
H -5.5705 2.1730 -3.3256 0.37
H -5.7183 0.5884 -4.2137 0.38
H -4.8286 3.0452 -6.6658 0.25
H -5.8322 3.4409 -5.3105 0.31
H -6.0880 1.8520 -6.1827 0.29
H -5.0118 -0.7236 -2.5213 0.38
H -3.9332 -0.5952 -1.3858 0.08
C -3.0839 2.0941 2.8332 -1.33
C -3.9500 2.2077 1.5884 0.95
C -3.5851 3.2826 0.5816 -0.62
O -3.7645 4.5437 1.1754 -0.48
C -2.5481 5.1764 1.6129 -0.31
N -3.9797 0.8679 0.9466 -0.53
H -3.1376 2.9839 3.4555 0.47
H -2.0314 2.0052 2.5165 0.10
H -3.2128 1.1799 3.4120 0.23
H -4.9601 2.4040 1.9620 0.18
H -4.1640 3.1922 -0.3425 0.24
H -2.5478 3.1264 0.2380 0.31
H -1.8397 4.3644 1.7746 -0.11
H -2.8196 5.7296 2.5071 0.32
H -2.2111 5.8449 0.8200 0.37
H -3.0374 0.4954 0.8786 -0.05
H -4.4781 0.8474 0.0607 0.37
C 4.4881 2.2011 -6.0853 -1.45
C 4.6679 1.4270 -4.7732 0.31
C 3.4802 0.4814 -4.6082 -0.33
O 2.2885 1.2485 -4.5240 -0.43
C 1.3920 0.7824 -3.5633 -0.72
N 5.8561 0.5474 -4.8528 -0.69
H 3.5155 2.6769 -6.2028 0.31
H 4.5937 1.5348 -6.9454 0.32
H 5.2794 2.9535 -6.1316 0.40
H 4.8564 2.0873 -3.9283 0.38
H 3.6297 0.0081 -3.6352 0.11
H 3.4819 -0.2637 -5.4060 0.24
H 1.3157 -0.3024 -3.4780 0.42
H 0.4157 1.2634 -3.6830 0.30
H 1.6087 1.1953 -2.5545 0.24
H 6.7011 1.0821 -4.6633 0.27
H 6.0291 0.3183 -5.8305 0.27
C 2.1351 -7.6468 3.0176 -1.39
C 0.6261 -7.5835 3.2006 0.79
C -0.1448 -6.5542 2.3833 -0.94
O 0.0642 -5.2042 2.8235 -0.03
C 1.2158 -4.5586 2.2973 -0.47
N 0.0471 -8.8945 2.8925 -0.71
H 2.4745 -8.6834 2.9384 0.45
H 2.6964 -7.2087 3.8397 0.32
H 2.5047 -7.2544 2.0661 0.27
H 0.4439 -7.2455 4.2358 0.07
H -1.1980 -6.8194 2.2725 0.51
H 0.2112 -6.6074 1.3451 0.38
H 2.0064 -4.3808 3.0251 0.33
H 0.9362 -3.5752 1.9016 -0.19
H 1.6275 -5.0719 1.4281 0.42
H 0.6523 -9.5617 3.3535 0.25
H -0.8970 -9.0059 3.2402 0.24
C 1.2393 5.6776 1.0788 -1.61
C 1.3228 4.9063 2.3997 0.77
C 1.7031 3.4623 2.1514 -0.20
O 1.8664 2.6911 3.3288 -0.45
C 0.6607 2.3004 3.9548 -0.63
N 2.2404 5.5508 3.3438 -0.74
H 0.4588 5.2321 0.4524 0.29
H 2.1365 5.6472 0.4628 0.36
H 0.9134 6.6676 1.3943 0.39
H 0.3014 5.0260 2.8026 0.08
H 2.7301 3.4763 1.7695 0.42
H 1.0726 3.0634 1.3471 -0.04
H 0.2412 1.3895 3.5041 0.08
H -0.0896 3.0937 3.9543 0.32
H 0.9228 1.9978 4.9689 0.38
H 1.8486 6.4134 3.6898 0.27
H 2.4353 4.8814 4.0771 0.26
C 4.9440 -1.4684 2.2752 -1.30
C 4.0324 -0.2887 1.8358 0.62
C 3.1852 -0.6805 0.6492 0.23
O 3.8203 -1.1614 -0.4928 -0.45
C 4.6684 -0.2165 -1.1173 -0.60
N 3.2233 0.0865 3.0208 -0.59
H 4.5218 -2.4461 2.0201 0.21
H 5.0657 -1.5623 3.3573 0.44
H 5.9365 -1.3853 1.8349 0.29
H 4.7677 0.4608 1.5263 0.37
H 2.5327 0.1978 0.4408 -0.24
H 2.3765 -1.3726 0.9158 -0.03
H 5.3492 0.2617 -0.4216 0.32
H 4.0406 0.5260 -1.6420 0.09
H 5.1260 -0.6415 -2.0123 0.37
H 3.8400 -0.0233 3.8153 0.26
H 3.0390 1.0863 2.9090 0.07
```


Record 2
Formula: C44H44FN7O6S4V
Source: the Open Molecules 2025 dataset
Level of theory: ωB97M-V/def2-TZVPD

Summary:
Frontier orbital gap (spin up / spin down) ... 4.161 / 5.947 eV
Net charge ... -2
HOMO (spin up / spin down) ... -0.245 / -2.044 eV
ΔE to the lowest compared entry with this formula, charge and spin ... 26.16 kJ/mol
Spin multiplicity ... 4

```
107
Properties=species:S:1:pos:R:3:mulliken_charge:R:1
V -1.0878 -1.0982 1.0774 0.67
S -2.5533 -0.4395 2.9337 -0.33
S -2.0019 -1.5224 4.5987 -0.15
S -2.7754 -3.4003 4.3521 -0.16
S -1.3272 -4.6813 3.6354 -0.23
C -4.3501 3.8957 -3.5259 -1.53
C -3.0245 3.3138 -4.0163 -0.36
C -2.0869 4.3763 -4.5795 -0.84
C -1.7360 5.3945 -3.5022 -1.50
C -1.3877 4.7224 -2.1977 1.52
C -0.7434 5.4749 -1.1872 -1.20
C -0.4223 4.8440 -0.0042 -0.09
F 0.1972 5.5886 0.9596 -0.39
C -0.6754 3.5197 0.2552 -0.24
C -1.3129 2.7440 -0.7454 0.65
C -1.5673 1.3627 -0.5560 -0.17
O -1.1467 0.7836 0.5308 -0.38
C -2.2429 0.6352 -1.5971 0.71
C -2.6202 1.2933 -2.7173 -0.21
N -2.3381 2.6173 -2.9407 0.53
C -1.6804 3.3899 -1.9681 -0.29
C -2.6407 -0.8200 -1.4861 -0.49
O -3.0602 -1.3916 -2.4915 -0.84
O -2.5481 -1.3494 -0.3257 -0.82
H -4.8251 4.4951 -4.3066 0.41
H -4.1893 4.5248 -2.6498 0.33
H -5.0298 3.0930 -3.2385 0.40
H -3.2303 2.5681 -4.7885 0.53
H -2.5450 4.8582 -5.4470 0.47
H -1.1757 3.8753 -4.9177 0.16
H -2.5690 6.0933 -3.3574 0.37
H -0.8875 6.0011 -3.8325 0.45
H -0.5043 6.5201 -1.3329 0.45
H -0.3906 3.0565 1.1880 0.55
H -3.1521 0.7701 -3.5005 0.52
C 2.1059 -0.5762 -4.7541 -1.66
C 2.3515 0.6221 -3.8427 0.86
C 1.0861 1.4692 -3.7013 -1.19
C 2.9145 0.1825 -2.4887 -1.43
N 2.0052 -0.6721 -1.7522 1.50
C 0.8955 -0.3291 -1.1096 -2.76
N 0.3388 -1.4215 -0.6429 1.32
N 1.1473 -2.4431 -0.9966 -0.44
N 2.1422 -2.0116 -1.6755 -1.11
H 1.8029 -0.2459 -5.7491 0.47
H 1.3071 -1.2048 -4.3563 0.25
H 2.9980 -1.1976 -4.8548 0.42
H 3.1340 1.2497 -4.2852 0.43
H 0.2329 0.8709 -3.3733 0.01
H 0.8178 1.9063 -4.6653 0.52
H 1.2130 2.2851 -2.9858 0.36
H 3.1248 1.0477 -1.8570 0.31
H 3.8315 -0.3939 -2.6134 0.49
H 0.5498 0.6740 -0.9529 1.85
C -2.1697 -8.2950 -1.9913 -1.50
C -1.7980 -7.1788 -1.0500 0.88
C -2.7334 -6.2388 -0.6469 -1.11
C -2.4280 -5.2147 0.2450 0.98
C -3.4991 -4.2477 0.6476 -1.12
C -1.1277 -5.1364 0.7537 1.37
C -0.7220 -4.1153 1.7792 -1.08
O -1.0684 -2.8780 1.6053 -0.22
C -0.1526 -6.0538 0.3289 1.21
C 1.2846 -5.9785 0.7858 -1.76
C -0.5054 -7.0657 -0.5581 -1.00
H -3.1984 -8.1881 -2.3370 0.33
H -2.0805 -9.2701 -1.5053 0.30
H -1.5194 -8.3079 -2.8694 0.33
H -3.7477 -6.2994 -1.0296 0.22
H -4.4699 -4.5980 0.2917 0.39
H -3.3055 -3.2575 0.2311 -0.11
H -3.5409 -4.1311 1.7300 0.13
H 0.3162 -4.2154 2.0898 0.25
H 1.3953 -6.2734 1.8321 0.31
H 1.6880 -4.9707 0.6872 0.28
H 1.8975 -6.6494 0.1815 0.36
H 0.2552 -7.7736 -0.8771 0.29
O 1.0642 -2.3665 3.5531 -0.64
C 1.2622 -1.2204 3.2312 -0.99
N 2.0518 -0.3433 3.9747 -0.26
C 2.1198 0.9489 3.3496 3.95
C 1.4659 0.6046 1.9813 -1.96
O 1.5761 1.3657 1.0311 -0.56
N 0.8256 -0.5784 2.0692 1.49
C 1.2082 2.0053 3.9619 -0.30
C 1.3430 3.3459 3.6067 0.00
C 0.4600 4.2939 4.0969 -0.75
C -0.5768 3.9123 4.9392 -0.51
C -0.7357 2.5760 5.2686 -0.94
C 0.1503 1.6257 4.7793 -0.05
C 3.5744 1.3771 3.2142 -0.57
C 4.1823 2.1552 4.1929 -0.03
C 5.5301 2.4807 4.1132 -0.99
C 6.2920 2.0315 3.0461 -0.43
C 5.6967 1.2431 2.0696 -0.92
C 4.3524 0.9187 2.1544 -0.39
H 2.1012 -0.4844 4.9692 0.45
H 2.1211 3.6397 2.9137 0.45
H 0.5636 5.3273 3.7916 0.36
H -1.2778 4.6519 5.3072 0.38
H -1.5674 2.2551 5.8822 0.40
H -0.0186 0.5793 5.0001 0.38
H 3.5919 2.5145 5.0268 0.43
H 5.9814 3.0899 4.8874 0.38
H 7.3421 2.2891 2.9766 0.38
H 6.2825 0.8800 1.2339 0.39
H 3.8995 0.2986 1.3920 0.43
```


Record 3
Formula: C12H19GdIN5O3
Source: the Open Molecules 2025 dataset
Level of theory: ωB97M-V/def2-TZVPD

Summary:
Frontier orbital gap (spin up / spin down) ... 1.273 / 4.462 eV
Net charge ... -2
HOMO (spin up / spin down) ... 2.042 / 0.021 eV
Spin multiplicity ... 8

```
41
Properties=species:S:1:pos:R:3:mulliken_charge:R:1
C -2.0599 2.6097 -3.9702 0.13
I -1.9309 1.1445 -2.4357 -0.51
H -1.2505 2.3770 -4.6671 0.02
H -1.9241 3.5988 -3.5205 0.15
H -3.0305 2.5171 -4.4592 -0.14
C -1.9800 -2.9680 0.5553 -0.59
C -1.2729 -3.1235 -0.5730 -0.72
N -0.6305 -1.9211 -0.8171 0.33
C -1.0021 -1.0106 0.1459 0.95
N -1.7553 -1.6942 1.0136 0.36
H -2.6777 -3.6192 1.0623 0.40
H -1.1558 -3.9761 -1.2237 0.43
C 2.2788 2.1876 1.5998 -0.58
C 0.7690 0.9697 0.5011 -0.01
N 1.2283 1.3217 1.7275 0.43
H 3.2470 2.9481 -0.2476 0.46
N 1.6400 1.5366 -0.3958 0.38
H 2.6776 2.6838 2.4650 0.42
Gd 1.5270 -1.2657 0.0605 -0.96
C -0.6435 0.4364 0.3654 -0.78
O -1.5732 1.2007 0.6835 -0.69
C 2.5431 2.3297 0.2848 -0.59
C 1.6704 1.4195 -1.8523 -0.53
H 2.4337 0.6755 -2.1546 0.21
H 1.9436 2.3924 -2.2868 0.46
H 0.6795 1.1565 -2.2567 0.01
C 0.5924 1.0473 3.0075 -0.77
H 0.8543 1.8884 3.6580 0.40
H 0.9794 0.1193 3.4531 0.17
H -0.4915 0.9751 2.8885 0.22
C -2.3416 -1.2073 2.2534 -0.90
H -3.2134 -1.8446 2.4529 0.36
H -2.6463 -0.1629 2.1185 0.35
H -1.6351 -1.2997 3.0976 0.19
C 0.0311 -1.6598 -2.0894 -1.11
H 0.4766 -0.6496 -2.1312 0.60
H -0.6898 -1.6998 -2.9267 0.38
H 0.8056 -2.4303 -2.2965 0.37
O 3.3894 -2.6356 2.8691 -0.67
N 2.7191 -2.3518 1.9014 -0.23
O 1.4185 -2.0154 2.1394 -0.39
```


Let's list electronic energy in order: -88875.5617, -140812.0492, -55265.5813 eV.